{
  "formula": "C55H103N5O19",
  "method": "ωB97M-V/def2-TZVPD",
  "species": ["O", "C", "O", "C", "C", "C", "H", "H", "H", "H", "H", "H", "H", "H", "O", "C", "O", "C", "C", "C", "H", "H", "H", "H", "H", "H", "H", "H", "O", "C", "O", "C", "C", "C", "H", "H", "H", "H", "H", "H", "H", "H", "O", "C", "O", "C", "C", "C", "H", "H", "H", "H", "H", "H", "H", "H", "O", "C", "O", "C", "C", "C", "H", "H", "H", "H", "H", "H", "H", "H", "O", "C", "O", "C", "C", "C", "H", "H", "H", "H", "H", "H", "H", "H", "O", "C", "O", "C", "C", "C", "H", "H", "H", "H", "H", "H", "H", "H", "O", "C", "O", "C", "C", "C", "H", "H", "H", "H", "H", "H", "H", "H", "C", "C", "C", "C", "N", "H", "H", "H", "H", "H", "H", "H", "C", "C", "C", "C", "N", "H", "H", "H", "H", "H", "H", "H", "C", "C", "C", "C", "N", "H", "H", "H", "H", "H", "H", "H", "C", "C", "C", "C", "N", "H", "H", "H", "H", "H", "H", "H", "C", "C", "C", "C", "N", "H", "H", "H", "H", "H", "H", "H", "C", "C", "O", "C", "O", "O", "H", "H", "H", "H"],
  "xyz": [[0.247, -3.534, -4.316], [0.478, -3.346, -5.495], [-0.155, -2.512, -6.286], [-1.288, -1.749, -5.839], [-2.507, -2.530, -6.296], [1.505, -4.187, -6.218], [-1.332, -0.816, -6.397], [-1.359, -1.559, -4.774], [-3.452, -1.980, -6.240], [-2.714, -3.412, -5.685], [-2.451, -2.866, -7.332], [1.089, -4.642, -7.118], [1.913, -4.941, -5.554], [2.341, -3.571, -6.566], [4.813, 1.601, -1.070], [3.669, 1.295, -1.271], [3.028, 0.316, -0.638], [3.542, -0.208, 0.570], [4.402, -1.464, 0.364], [2.806, 1.931, -2.320], [2.669, -0.559, 1.116], [4.071, 0.531, 1.169], [3.788, -2.063, -0.312], [4.517, -2.066, 1.266], [5.398, -1.226, -0.001], [3.317, 2.774, -2.770], [1.829, 2.216, -1.930], [2.609, 1.174, -3.086], [5.867, -1.290, -5.812], [5.044, -0.892, -5.032], [4.698, 0.387, -4.848], [5.300, 1.338, -5.737], [5.095, 2.712, -5.139], [4.215, -1.804, -4.131], [4.897, 1.243, -6.746], [6.374, 1.157, -5.813], [5.259, 3.488, -5.889], [5.758, 2.838, -4.286], [4.063, 2.863, -4.819], [4.786, -1.913, -3.209], [3.991, -2.738, -4.638], [3.254, -1.345, -3.902], [-0.716, 1.447, -1.290], [-0.489, 0.271, -1.170], [-0.354, -0.380, -0.014], [-0.483, 0.352, 1.229], [-0.083, -0.632, 2.293], [-0.453, -0.682, -2.359], [-1.525, 0.664, 1.343], [0.154, 1.238, 1.168], [-0.705, -1.509, 2.081], [-0.407, -0.386, 3.303], [0.980, -0.829, 2.196], [-1.170, -0.253, -3.056], [-0.871, -1.644, -2.058], [0.536, -0.844, -2.778], [-2.518, 0.465, 7.230], [-2.755, 1.630, 7.444], [-2.988, 2.572, 6.531], [-2.928, 2.196, 5.157], [-1.467, 2.114, 4.726], [-2.726, 2.166, 8.850], [-3.380, 3.016, 4.602], [-3.467, 1.283, 4.904], [-0.868, 1.495, 5.397], [-0.984, 3.091, 4.729], [-1.316, 1.653, 3.747], [-3.654, 2.702, 9.050], [-1.857, 2.798, 9.011], [-2.707, 1.279, 9.479], [-6.198, -1.374, 1.119], [-5.587, -0.339, 1.144], [-4.258, -0.292, 0.922], [-3.667, -1.510, 0.471], [-3.921, -1.820, -0.995], [-6.221, 0.980, 1.455], [-3.932, -2.348, 1.112], [-2.591, -1.353, 0.546], [-4.993, -1.950, -1.162], [-3.428, -2.749, -1.281], [-3.589, -1.024, -1.666], [-6.693, 1.433, 0.587], [-5.479, 1.613, 1.933], [-7.019, 0.797, 2.173], [0.344, -4.138, 3.260], [1.276, -4.698, 2.738], [1.818, -5.846, 3.135], [1.224, -6.516, 4.257], [1.519, -5.797, 5.576], [1.937, -4.096, 1.509], [1.624, -7.528, 4.279], [0.154, -6.675, 4.123], [2.546, -5.440, 5.676], [1.461, -6.544, 6.371], [0.833, -4.968, 5.716], [1.234, -3.711, 0.777], [2.562, -4.840, 1.017], [2.533, -3.286, 1.934], [-2.439, -3.923, 5.567], [-2.799, -4.011, 4.423], [-3.166, -3.005, 3.642], [-3.277, -1.703, 4.250], [-4.554, -1.620, 5.054], [-2.940, -5.350, 3.757], [-3.340, -0.935, 3.476], [-2.400, -1.411, 4.828], [-4.728, -0.601, 5.405], [-4.571, -2.288, 5.914], [-5.440, -1.840, 4.451], [-3.221, -5.346, 2.702], [-3.729, -5.944, 4.218], [-1.985, -5.865, 3.841], [3.194, -0.871, -8.539], [1.692, -0.643, -8.786], [1.127, 0.451, -7.892], [1.299, 0.211, -6.443], [1.426, 0.072, -5.310], [3.622, -1.440, -9.363], [3.378, -1.257, -7.538], [3.776, 0.056, -8.613], [1.178, -1.585, -8.590], [1.521, -0.409, -9.835], [0.044, 0.548, -8.007], [1.572, 1.427, -8.094], [-5.043, 4.094, -1.776], [-4.603, 2.673, -1.489], [-3.456, 2.572, -0.483], [-3.740, 3.158, 0.838], [-3.993, 3.645, 1.843], [-5.935, 4.217, -2.400], [-4.297, 4.612, -2.386], [-5.311, 4.644, -0.873], [-4.237, 2.249, -2.427], [-5.399, 2.037, -1.102], [-2.559, 3.065, -0.870], [-3.113, 1.543, -0.402], [3.345, -0.207, 3.947], [2.565, 1.052, 3.591], [3.337, 2.347, 3.837], [2.437, 3.477, 3.976], [1.696, 4.346, 4.098], [2.733, -1.106, 3.841], [3.659, -0.204, 4.994], [4.252, -0.326, 3.352], [1.615, 1.111, 4.131], [2.211, 1.052, 2.560], [3.990, 2.523, 2.978], [3.949, 2.410, 4.743], [-2.034, 2.492, -6.523], [-2.365, 2.098, -5.089], [-1.765, 3.024, -4.035], [-1.994, 4.434, -4.339], [-2.149, 5.537, -4.613], [-0.950, 2.517, -6.647], [-2.475, 3.454, -6.779], [-2.435, 1.725, -7.189], [-1.993, 1.090, -4.902], [-3.453, 2.084, -4.982], [-0.697, 2.844, -3.878], [-2.150, 2.816, -3.034], [1.257, -2.150, 6.510], [0.670, -0.747, 6.673], [1.511, 0.188, 7.546], [0.991, 1.564, 7.572], [0.594, 2.640, 7.578], [0.611, -2.698, 5.820], [1.252, -2.754, 7.422], [2.280, -2.139, 6.133], [-0.373, -0.790, 6.978], [0.725, -0.339, 5.658], [2.553, 0.233, 7.229], [1.495, -0.158, 8.583], [2.297, 5.852, -1.510], [3.205, 6.274, -0.337], [3.266, 5.066, 0.432], [2.246, 4.284, 0.097], [1.951, 3.316, 0.730], [1.571, 4.744, -0.979], [2.883, 5.621, -2.400], [1.554, 6.612, -1.742], [2.716, 7.085, 0.200], [4.196, 6.578, -0.657]],
  "forces_ev_per_angstrom": [[-0.24, 0.72, -0.58], [0.43, -1.66, 1.48], [0.01, 1.16, -0.57], [-1.40, -0.70, -0.75], [-1.19, -0.58, 0.19], [0.34, 0.49, -0.45], [0.70, 0.16, 0.12], [0.65, -0.13, 0.09], [0.28, 0.44, 0.13], [0.41, -0.05, 0.03], [0.37, 0.11, 0.00], [-0.14, -0.04, 0.11], [-0.19, -0.03, 0.09], [-0.10, 0.12, 0.05], [0.38, 0.03, 0.46], [0.15, 0.53, -0.62], [-0.68, -0.15, 0.03], [0.67, -1.12, 0.92], [-0.55, 0.37, -0.31], [-0.39, -0.48, -0.12], [-0.15, 0.33, 0.02], [-0.10, 0.31, -0.27], [0.58, -0.26, -0.32], [-0.09, 0.30, 0.23], [-0.10, -0.11, -0.37], [0.05, 0.03, 0.07], [0.08, 0.07, 0.17], [0.08, 0.09, -0.12], [0.15, 0.30, -0.19], [-0.91, -0.90, 0.35], [0.17, 0.16, -0.35], [0.56, 0.43, 0.15], [-0.46, 0.12, -0.20], [-0.03, 0.79, -0.28], [-0.26, -0.13, 0.11], [-0.05, -0.26, -0.02], [0.38, -0.05, 0.04], [-0.06, 0.19, 0.02], [0.00, -0.21, 0.08], [-0.12, -0.41, 0.04], [0.47, -0.19, 0.15], [0.11, 0.18, 0.11], [0.11, 0.41, 0.33], [-0.04, -0.81, -0.62], [0.10, -0.01, -0.03], [0.06, 0.63, -0.09], [-1.02, -0.45, -0.31], [-0.75, 0.02, 0.84], [0.05, 0.07, -0.06], [-0.09, 0.04, 0.06], [0.59, -0.39, 0.02], [0.46, 0.53, 0.01], [-0.06, -0.38, 0.37], [0.40, 0.08, -0.41], [0.25, -0.08, 0.04], [0.01, 0.24, -0.11], [-0.23, -0.08, -0.82], [0.74, 0.03, 0.76], [-0.53, -0.24, 0.16], [0.98, 0.34, -1.08], [0.57, -0.32, 0.11], [-0.67, -0.30, -0.17], [-0.24, -0.03, 0.17], [-0.07, -0.10, 0.52], [-0.27, -0.04, 0.20], [-0.14, 0.07, -0.08], [-0.40, 0.25, -0.16], [0.17, 0.26, 0.05], [-0.03, 0.06, -0.04], [0.20, 0.16, 0.22], [-0.10, -0.23, -0.13], [-0.47, -0.52, -0.01], [-0.19, 0.53, -0.19], [1.16, -0.50, -0.49], [-0.94, 0.12, 0.00], [0.24, -0.13, 0.82], [-0.21, 0.12, 0.05], [-0.04, 0.11, 0.41], [0.05, -0.09, -0.06], [0.10, 0.02, 0.09], [0.17, 0.07, 0.15], [0.28, 0.08, -0.15], [-0.15, 0.38, -0.28], [-0.02, -0.10, -0.04], [-0.19, -0.34, 0.55], [-0.65, 0.72, -1.06], [0.03, -0.35, -0.24], [0.19, 0.02, 0.85], [0.05, -0.57, -0.05], [0.46, -0.78, 0.59], [0.46, 0.16, -0.27], [-0.07, 0.50, -0.17], [0.04, 0.10, -0.52], [-0.51, 0.20, 0.14], [-0.04, -0.06, 0.25], [-0.29, 0.13, 0.32], [0.25, 0.19, 0.07], [0.18, 0.11, -0.44], [0.15, 0.47, 0.14], [-0.18, -0.88, 0.28], [0.08, 0.89, -0.49], [-0.42, 0.61, 0.31], [-0.57, 0.19, 0.25], [-0.06, -0.48, -0.79], [0.06, -0.51, -0.56], [0.06, -0.55, 0.26], [0.30, -0.01, 0.17], [0.19, 0.03, 0.03], [0.21, -0.21, -0.25], [0.20, 0.51, -0.01], [0.20, 0.12, 0.47], [-0.08, -0.09, 0.16], [-0.09, 0.89, -0.59], [0.78, -0.43, 0.27], [-0.50, 0.05, 0.61], [0.30, 0.06, -0.30], [-0.04, -0.03, -0.02], [-0.04, -0.65, 0.45], [0.16, -0.42, -0.18], [-0.32, 0.21, 0.18], [-0.16, 0.06, 0.04], [-0.09, 0.24, 0.04], [0.00, 0.10, -0.29], [0.03, -0.01, -0.13], [-0.58, 0.58, -0.36], [-0.02, -0.06, 0.05], [0.69, 0.37, -0.24], [0.07, -0.35, -0.73], [-0.01, 0.09, 0.34], [-0.08, -0.71, 0.03], [0.29, 0.18, 0.54], [0.48, 0.09, 0.06], [-0.11, -0.31, 0.09], [-0.23, 0.08, -0.28], [-0.10, 0.27, 0.10], [-0.29, -0.10, 0.40], [-0.10, -0.06, 0.19], [-0.57, -0.02, 0.42], [0.29, 0.32, -0.28], [-0.51, 0.49, -0.33], [0.10, -0.06, 0.01], [-0.02, 0.03, -0.21], [0.01, 0.17, 0.01], [-0.03, 0.03, -0.09], [0.20, -0.21, 0.37], [0.36, 0.02, -0.13], [0.11, 0.17, 0.14], [0.06, -0.67, -0.05], [0.08, -0.42, 0.26], [-0.19, -0.01, -0.08], [0.18, -0.08, 0.51], [0.23, -0.13, 0.06], [-0.11, 0.18, -0.02], [0.00, 0.19, -0.16], [0.13, 0.04, -0.09], [0.01, 0.13, -0.14], [-0.07, -0.03, 0.11], [0.03, -0.07, 0.11], [0.07, 0.14, -0.40], [-0.24, -0.02, -0.11], [-0.41, -0.28, 0.44], [0.81, -0.12, -0.88], [-0.47, 0.00, 0.57], [0.14, -0.28, -0.15], [-0.09, 0.11, 0.07], [0.19, 0.01, -0.20], [0.04, 0.23, 0.17], [-0.03, 0.07, -0.10], [0.01, 0.16, 0.12], [-0.43, 0.21, 0.04], [0.00, -0.11, -0.09], [0.15, -0.06, 0.00], [-0.04, 0.85, 0.21], [-0.62, -0.13, -0.73], [0.60, 1.02, -0.10], [-0.69, -0.74, 0.75], [-0.08, -0.32, -0.40], [0.63, -0.19, -0.07], [-0.22, -0.47, -0.01], [0.16, 0.06, -0.17], [0.19, -0.17, 0.48], [0.11, -0.12, 0.12]],
  "mulliken_charge": [-0.59, 0.93, -0.24, 1.30, -1.70, -1.07, -0.15, -0.47, 0.43, 0.37, 0.37, 0.33, 0.34, 0.15, -0.62, 0.15, 0.38, 0.99, -1.71, 0.25, -0.57, 0.24, 0.34, 0.39, 0.36, 0.01, -0.18, -0.06, -0.62, 0.56, 0.04, -0.08, -0.97, -0.41, 0.06, 0.33, 0.47, 0.31, 0.05, 0.32, 0.27, -0.28, -0.49, 0.12, -0.09, 0.70, 0.85, -0.16, -0.23, 0.45, 0.50, -0.38, -1.35, -0.46, 0.54, -0.03, -0.52, 0.90, -0.40, 0.30, 0.45, -1.32, 0.25, -0.30, -0.49, 0.48, -0.52, 0.36, 0.32, 0.34, -0.58, 0.59, 0.30, 0.32, -1.58, -1.21, 0.47, -0.23, 0.50, 0.41, 0.17, 0.26, 0.11, 0.42, -0.43, 0.46, -0.40, -0.01, -0.85, -0.27, 0.32, -0.02, 0.29, 0.44, 0.06, 0.11, 0.44, -0.17, -0.60, 0.97, -0.09, 1.14, -1.64, -0.94, -0.14, -0.35, 0.36, 0.42, 0.40, 0.25, 0.38, -0.08, -1.11, -0.46, -0.46, -0.01, 0.03, 0.42, 0.15, 0.27, 0.12, 0.45, 0.16, 0.45, -1.39, -0.49, 1.72, -0.14, -0.63, 0.41, 0.21, 0.36, 0.20, 0.34, 0.31, -0.89, -1.06, 2.81, -0.30, 0.14, -0.63, -0.02, 0.48, 0.34, -0.90, -1.43, 0.25, 0.50, -1.40, 0.46, 1.89, -0.15, -0.56, 0.18, 0.51, 0.41, -0.49, 0.41, -0.09, -1.17, -1.36, 1.08, -0.43, 0.20, -0.56, -0.02, 0.55, 0.26, 0.45, -0.84, 0.23, 0.48, -0.39, -0.43, -0.36, 0.15, -0.02, -0.13, 0.21, 0.34, 0.29, 0.32],
  "orbital_gap_ev": 10.11,
  "lumo_energy_ev": 0.23,
  "homo_energy_ev": -9.88
}